Record 1
25
Properties=species:S:1:pos:R:3:forces:R:3:mulliken_charge:R:1 method="wB97M-V/def2-TZVPD" lumo_energy_ev=-3.12 relative_energy_kj_mol=303.7 charge=+1
C -0.9693 -0.5940 -1.8622 0.52 -0.11 0.12 -1.28
C -0.1732 -0.2578 -0.5656 1.43 0.02 -1.79 0.14
C 1.3666 -0.6755 -0.2608 -0.55 -3.35 -1.49 -0.53
C 2.2493 0.4779 -0.0025 0.80 2.64 -3.50 -0.73
C 2.0910 1.3379 1.1960 -2.06 2.15 -0.35 -0.59
N 0.7395 2.1313 0.8116 0.91 -0.79 4.32 -0.63
N -1.1226 -0.5803 0.5612 -0.74 1.10 -0.14 -0.15
H -1.6858 -1.4371 -1.7324 0.65 0.46 -0.42 0.25
H -1.5011 0.3724 -1.8993 -0.55 -0.88 -0.95 0.39
H -0.3264 -0.7100 -2.7738 -0.67 0.05 0.92 0.37
H -0.0549 0.8228 -0.7934 -0.24 -0.69 1.60 0.20
H 1.6049 -1.4764 0.5610 -1.16 1.00 -1.36 0.39
H 1.8080 -1.1512 -1.2957 -1.30 0.90 2.57 0.24
H 3.2553 0.1527 -0.1587 0.82 -0.24 0.08 0.45
H 2.0137 1.1452 -0.9555 0.95 -0.82 1.76 0.29
H 2.9296 2.0187 1.5933 -1.12 -1.11 -1.20 0.36
H 1.8056 0.6876 1.9856 -0.25 -0.36 1.19 0.33
H 0.9799 3.0073 0.4451 0.98 1.36 -1.64 0.22
H 0.4448 2.5526 1.7374 -0.10 -1.02 -0.83 0.25
H -0.5454 -1.1403 1.1465 0.42 -0.03 1.55 0.40
H -1.4793 0.3226 1.0007 0.65 -1.62 -0.26 0.40
H -1.9570 -1.2432 0.3538 0.63 1.60 -0.09 0.26
H -4.0944 -1.9413 1.1077 0.19 0.03 -1.01 0.36
H -3.6747 -2.2931 -0.5027 -0.60 2.95 3.61 0.40
O -3.7041 -1.5290 0.3029 0.36 -3.26 -2.69 -0.76

Record 2
93
Properties=species:S:1:pos:R:3:forces:R:3:mulliken_charge:R:1 method="wB97M-V/def2-TZVPD" lumo_energy_ev=-6.05 relative_energy_kj_mol=0.0 charge=+2
Ti -0.0033 -0.5665 0.0605 -0.53 -0.41 0.15 0.57
O -1.0176 0.8763 -0.1679 -0.40 0.36 -0.01 -0.40
C -1.6064 2.0025 0.4801 0.09 -0.02 -0.04 2.74
C -1.2705 1.8038 1.9568 0.00 0.01 -0.02 -1.98
C 0.2067 1.6717 2.1861 0.01 0.00 0.01 -0.11
C 0.8764 2.6715 2.8666 0.00 -0.01 0.01 -1.02
C 2.2073 2.4979 3.1957 0.00 0.01 0.01 -1.14
C 2.8026 1.2858 2.9053 0.00 0.00 0.01 -0.73
C 2.0960 0.3054 2.2269 -0.03 0.00 -0.01 0.61
C 2.6949 -1.0779 2.1602 0.03 0.00 -0.01 -1.82
C 2.7051 -1.7910 0.8096 -0.04 -0.05 0.06 2.06
O 1.3728 -1.6379 0.3256 0.44 -0.20 0.00 0.05
C 2.9918 -3.2717 1.0375 -0.05 0.01 0.02 -0.06
C 1.9532 -4.1417 1.3563 0.00 0.01 -0.03 -0.14
C 2.2142 -5.4784 1.6202 0.02 -0.01 0.00 -1.18
C 3.5171 -5.9539 1.5828 -0.02 0.00 0.00 -0.60
C 4.5563 -5.0871 1.2809 0.01 0.01 0.00 -1.09
C 4.2959 -3.7519 1.0057 0.01 0.01 0.01 -0.17
C 3.6295 -1.1965 -0.2414 0.01 0.00 -0.02 -0.21
C 3.6425 -1.7894 -1.5052 0.03 -0.03 0.00 -0.08
C 4.4518 -1.2942 -2.5110 0.03 -0.02 0.03 -0.99
C 5.2681 -0.1930 -2.2682 0.01 -0.02 0.01 -0.74
C 5.2651 0.3998 -1.0175 0.00 0.00 0.00 -0.95
C 4.4481 -0.1016 -0.0066 0.01 0.01 -0.01 -0.09
N 0.8284 0.5322 1.7883 0.17 0.16 0.00 0.80
C -1.0054 3.3010 -0.0444 0.02 0.02 0.01 -0.03
C -1.2773 4.4972 0.6165 0.01 0.00 -0.01 -0.53
C -0.7524 5.6913 0.1507 0.00 0.01 0.00 -0.91
C 0.0425 5.7088 -0.9889 0.00 0.01 0.00 -0.69
C 0.2914 4.5268 -1.6658 0.00 0.00 0.00 -1.07
C -0.2341 3.3288 -1.1959 -0.01 0.00 -0.01 0.18
C -3.1037 1.9961 0.1920 0.01 0.00 -0.01 -0.66
C -3.5137 2.1648 -1.1322 0.00 -0.02 0.00 -0.27
C -4.8595 2.2261 -1.4527 0.01 -0.02 0.00 -0.81
C -5.8185 2.1367 -0.4476 -0.04 -0.05 0.00 -0.58
C -5.4200 1.9694 0.8683 -0.04 -0.06 0.00 -1.05
C -4.0665 1.8927 1.1875 0.03 0.00 0.01 0.00
H -1.6402 2.6329 2.5560 -0.01 -0.01 0.00 1.01
H -1.7542 0.8881 2.3040 0.00 -0.01 0.01 0.45
H 0.3440 3.5706 3.1423 0.00 0.00 0.00 0.54
H 2.7559 3.2734 3.7136 0.00 0.00 0.00 0.46
H 3.8119 1.0752 3.2310 0.00 0.00 0.00 0.50
H 3.7009 -1.0551 2.5772 0.00 0.00 0.00 0.47
H 2.0983 -1.7048 2.8300 0.01 0.00 0.01 0.66
H 0.9333 -3.7791 1.4032 0.00 0.00 0.00 0.26
H 1.3994 -6.1485 1.8611 0.00 0.00 0.00 0.45
H 3.7218 -6.9953 1.7907 0.00 0.00 0.00 0.43
H 5.5750 -5.4499 1.2536 0.00 0.00 0.00 0.44
H 5.1166 -3.0892 0.7605 0.00 0.01 -0.01 0.50
H 3.0329 -2.6679 -1.6859 0.00 -0.01 0.01 0.59
H 4.4667 -1.7771 -3.4797 0.00 0.00 0.00 0.52
H 5.9176 0.1846 -3.0469 0.00 0.00 0.00 0.49
H 5.9114 1.2436 -0.8143 0.00 0.00 0.00 0.49
H 4.4797 0.3690 0.9667 0.01 -0.01 0.00 0.43
H -1.9217 4.5094 1.4883 0.00 0.00 0.00 0.40
H -0.9720 6.6135 0.6719 0.00 0.00 0.00 0.47
H 0.4491 6.6426 -1.3525 0.00 0.00 0.00 0.44
H 0.8874 4.5354 -2.5696 0.00 0.00 0.00 0.48
H -0.0658 2.4140 -1.7443 0.00 0.00 0.00 0.73
H -2.7672 2.2817 -1.9089 -0.01 -0.01 0.00 0.46
H -5.1637 2.3775 -2.4801 0.00 -0.01 0.00 0.46
H -6.8697 2.2185 -0.6921 0.01 0.00 0.00 0.49
H -6.1588 1.9179 1.6579 0.00 0.00 0.00 0.48
H -3.7839 1.7887 2.2271 0.00 -0.01 0.00 0.45
O -0.7366 -2.0895 -1.3383 0.13 0.11 0.05 -0.62
C -0.7155 -1.7411 -2.7314 -0.03 0.00 -0.02 -1.39
C 0.3602 -0.7218 -2.9864 0.03 0.01 -0.04 0.41
C 0.8212 -0.4217 -4.2559 0.02 -0.03 0.01 -1.08
C 1.8087 0.5399 -4.3943 0.00 0.02 0.02 -0.85
C 2.3155 1.1616 -3.2618 -0.03 0.02 -0.02 -1.37
C 1.8042 0.8073 -2.0319 -0.02 0.01 0.04 -0.49
N 0.8343 -0.1072 -1.9008 0.04 0.03 -0.01 3.10
H -0.0864 -2.7878 -1.1586 -0.08 -0.07 -0.05 0.34
H -1.6984 -1.3267 -2.9568 0.00 0.01 0.02 0.24
H -0.5712 -2.6356 -3.3362 -0.01 0.01 -0.01 0.61
H 0.4194 -0.9403 -5.1162 0.00 0.01 0.00 0.58
H 2.1888 0.7922 -5.3752 0.00 0.00 0.00 0.48
H 3.1004 1.9011 -3.3240 -0.01 0.00 0.00 0.70
H 2.1763 1.2573 -1.1189 -0.02 0.02 -0.02 0.62
C -6.4329 -1.9102 0.5004 0.01 0.03 0.02 -1.28
C -5.1752 -1.9655 1.2776 0.00 0.06 0.02 0.92
N -5.0601 -2.3169 2.5166 0.00 -0.04 -0.01 -0.85
N -3.7237 -2.2721 2.7612 0.02 0.00 0.01 0.29
C -2.9981 -1.9223 1.7032 -0.01 0.06 0.04 0.41
S -1.2871 -1.9397 1.7180 0.10 0.04 -0.11 -0.55
N -3.9226 -1.6910 0.7445 0.00 -0.09 -0.03 0.49
N -3.6319 -1.2681 -0.5471 0.03 0.04 -0.01 -0.58
H -7.2670 -2.0712 1.1782 0.00 0.01 0.00 0.37
H -6.4515 -2.6932 -0.2598 0.01 0.01 0.00 0.33
H -6.5461 -0.9454 0.0094 -0.02 0.07 -0.03 0.27
H -3.3658 -2.5371 3.6659 0.00 0.00 0.00 0.16
H -3.9521 -0.3080 -0.6572 0.02 0.04 -0.02 -0.01
H -4.1198 -1.8711 -1.2001 0.01 0.00 -0.01 0.34

Record 3
13
Properties=species:S:1:pos:R:3:forces:R:3:mulliken_charge:R:1 method="wB97M-V/def2-TZVPD" lumo_energy_ev=-4.20 relative_energy_kj_mol=27.5 charge=+1
H -0.3710 2.1660 0.8532 -0.02 -0.15 -0.37 0.27
C -0.4057 1.5337 -0.0477 3.63 -0.30 0.84 0.55
C 0.7510 0.9814 -0.5022 -1.40 1.34 -0.09 -1.06
O -1.6022 1.3260 -0.5633 1.39 -2.61 -1.26 -0.67
In -3.2246 2.3199 -0.3640 -3.76 2.49 0.44 0.44
H 1.6993 1.3363 -0.0967 -0.33 -0.45 0.02 0.26
H 0.7540 0.4347 -1.4519 0.13 0.02 0.35 0.30
C 1.3145 -1.8343 0.8815 -0.99 -1.19 -0.03 -0.76
C 0.1294 -2.1394 0.3681 1.22 2.01 -0.20 0.73
O -0.8819 -1.9887 -0.2258 -0.08 -0.70 0.25 -0.57
Li -1.7350 -0.4385 -1.0982 0.41 -0.38 0.14 0.93
H 1.3683 -1.6222 1.9507 0.07 -0.09 -0.35 0.28
H 2.2039 -2.0749 0.2963 -0.26 0.02 0.25 0.30